14
Properties=species:S:1:pos:R:3:forces:R:3 method="wB97M-V/def2-TZVPD" charge=0 e_above_lowest_kj_mol=942.4 e_lumo_ev="0.236 / 0.207" total_energy_ha=-320.5244 gap_ev="6.6019 / 6.5895"
N 0.5069 -1.5957 0.3519 0.1312 -1.3639 -0.8569
N 2.6377 0.5084 0.0654 -1.9074 -0.6409 -0.0742
N -2.8696 0.5435 -0.0739 0.8224 -0.9125 1.0290
C -0.3115 0.7664 -0.0870 -2.6549 -3.6105 0.2296
C 0.1085 -0.3310 0.6017 1.5676 1.7800 4.1983
C -1.7355 -0.0214 -0.2335 -1.5443 2.2780 -3.5570
C 1.4540 0.7562 -0.3629 2.6228 1.9205 -1.8875
H -1.7390 -0.9899 -0.7458 0.2702 0.1535 0.4500
H 2.6258 -0.2051 0.8013 0.1258 0.3014 0.2185
H -0.1793 -2.3363 0.3835 0.2165 -0.0888 -0.0960
H -0.5463 1.7476 0.3039 0.7328 0.2199 0.4936
H 1.4640 1.4533 -1.2162 0.0281 -0.1030 0.2241
H 1.3890 -1.7723 -0.1253 -0.5222 -0.0319 -0.1005
H -2.8048 1.4764 0.3371 0.1116 0.0982 -0.2711